Entry i
Here is a 4-piece molecular cluster, C2H8O2 overall from OMol25. Energies are from wB97M-V/def2-TZVPD.

* total charge: -1
* <S²>: 0.7526
* 2S+1: 2
* molecular weight: 64.08 g/mol
* HOMO (alpha / beta): -2.3 / -3.4 eV
* orbital gap (alpha / beta): 6.900 / 7.602 eV

Last column: Mulliken spin population.
Positions of all 12 atoms, in Å:
C -0.102 -1.453 -0.008  0.08
C -1.365 -1.561 0.469  0.20
H 0.205 -0.915 -0.879  -0.04
H 0.735 -1.808 0.627  0.02
H -2.276 -1.624 -0.095  0.00
H -1.334 -1.733 1.553  -0.12
H 2.592 1.891 -0.698  0.00
H 1.024 1.599 -0.326  -0.01
O 2.000 1.174 -0.481  0.01
H -0.535 0.153 1.108  0.83
H -0.499 2.429 -1.027  0.01
O -0.445 1.847 -0.242  0.01



Entry ii
Here is a 2-piece molecular cluster, C2H8O2 overall from OMol25. Energies are from wB97M-V/def2-TZVPD.

* total charge: -1
* <S²>: 0.7504
* 2S+1: 2
* molecular weight: 64.08 g/mol
* HOMO (alpha / beta): 1.2 / -6.5 eV
* orbital gap (alpha / beta): 2.833 / 10.415 eV

Last column: Mulliken spin population.
Positions of all 12 atoms, in Å:
C -0.620 2.036 0.331  2.30
O 0.290 0.980 0.902  -1.27
H -1.691 2.028 0.626  -0.35
H -0.605 2.103 -0.771  0.05
H -0.259 3.043 0.702  -0.46
H 0.755 1.453 1.566  0.33
C 0.567 -2.201 -0.567  0.18
O -0.501 -1.268 -0.902  0.18
H 1.401 -2.310 -1.269  -0.04
H 0.060 -3.216 -0.721  -0.04
H 0.886 -2.140 0.479  0.00
H -0.282 -0.507 -0.374  0.11



Tell me which of them is the most stable. Sure, it is entry ii.



Entry i
Here is a 2-piece molecular cluster, C3H10OS overall from OMol25. Energies are from wB97M-V/def2-TZVPD.

* SMILES: CCCS.O
* molecular weight: 94.18 g/mol
* HOMO: -8.7 eV
* orbital gap: 9.299 eV

Last column: Mulliken charge in e.
Positions of all 15 atoms, in Å:
C 0.000 0.000 0.000  -1.05
C -0.054 0.918 1.151  -0.49
C 1.113 0.900 2.258  -0.44
S 2.388 2.081 1.756  -0.20
H 0.799 0.227 -0.726  0.27
H -0.973 0.062 -0.517  0.33
H 0.139 -1.031 0.366  0.30
H -0.107 1.945 0.740  0.31
H -1.032 0.693 1.619  0.27
H 0.807 1.317 3.237  0.31
H 1.466 -0.135 2.429  0.38
H 3.256 1.721 2.724  0.01
O 2.624 2.608 5.046  -0.63
H 3.525 2.383 4.721  0.32
H 2.424 1.919 5.719  0.32



Entry ii
Here is a 2-piece molecular cluster, C3H10OS overall from OMol25. Energies are from wB97M-V/def2-TZVPD.

* SMILES: CSC.CO
* molecular weight: 94.18 g/mol
* HOMO: -8.6 eV
* orbital gap: 9.245 eV

Last column: Mulliken charge in e.
Positions of all 15 atoms, in Å:
C 1.712 -1.368 1.428  -0.80
S 2.437 -0.587 -0.020  -0.09
C 1.330 -0.840 -1.460  -0.71
H 1.776 -0.623 2.225  0.28
H 2.140 -2.272 1.741  0.29
H 0.625 -1.380 1.326  0.26
H 1.767 -1.464 -2.233  0.29
H 0.558 -1.438 -1.014  0.22
H 1.007 0.137 -1.790  0.26
C -3.397 1.148 0.461  -0.45
O -3.901 2.110 -0.448  -0.52
H -3.401 0.142 0.082  0.21
H -2.429 1.430 0.858  0.23
H -4.140 1.154 1.257  0.22
H -3.266 2.744 -0.771  0.30



Entry iii
Here is a 2-piece molecular cluster, C3H10OS overall from OMol25. Energies are from wB97M-V/def2-TZVPD.

* SMILES: CCCS.O
* molecular weight: 94.18 g/mol
* HOMO: -9.0 eV
* orbital gap: 9.686 eV

Last column: Mulliken charge in e.
Positions of all 15 atoms, in Å:
C -0.373 3.263 0.641  -1.11
C 0.553 2.128 0.286  -0.33
C -0.060 0.751 0.710  -0.72
S 0.388 -0.647 -0.401  -0.23
H 0.220 4.185 0.475  0.32
H -1.190 3.289 -0.072  0.33
H -0.597 3.414 1.693  0.33
H 1.494 2.110 0.828  0.28
H 0.773 2.117 -0.781  0.33
H 0.256 0.618 1.737  0.37
H -1.132 0.698 0.538  0.31
H -0.552 -0.314 -1.299  0.12
O 0.084 -7.430 -1.734  -0.64
H 0.787 -6.818 -1.498  0.32
H -0.650 -7.364 -1.125  0.32



Tell me which of them is the most stable. Sure, it is entry i.



Entry i
Here is an isolated molecule of C18H18N2O3S from OMol25. Energies are from wB97M-V/def2-TZVPD.

* SMILES: Cc1ccc(N(Cc2cc3ccccc3[nH]c2=O)S(C)(=O)=O)cc1
* molecular weight: 342.42 g/mol
* HOMO: -8.3 eV
* orbital gap: 8.343 eV

Last column: Mulliken charge in e.
Positions of all 42 atoms, in Å:
C 4.378 3.770 0.170  -1.43
C 3.572 2.511 0.271  0.90
C 2.369 2.473 0.958  -1.31
C 1.627 1.308 1.052  -0.22
C 2.088 0.134 0.465  0.90
N 1.395 -1.084 0.554  0.21
C 0.275 -1.210 1.445  -2.24
C -1.013 -0.591 0.961  1.14
C -1.164 -0.012 -0.251  0.72
C -2.408 0.569 -0.649  0.12
C -2.595 1.171 -1.899  -0.56
C -3.812 1.718 -2.232  -0.74
C -4.870 1.677 -1.325  -0.54
C -4.712 1.089 -0.089  -0.70
C -3.482 0.529 0.260  -0.02
N -3.290 -0.069 1.476  -0.05
C -2.120 -0.649 1.914  0.09
O -2.061 -1.164 3.017  -0.73
S 1.462 -2.037 -0.845  1.11
C 0.060 -3.187 -0.755  -0.96
O 1.275 -1.191 -1.989  -0.57
O 2.650 -2.834 -0.808  -0.67
C 3.302 0.161 -0.220  -0.46
C 4.022 1.333 -0.318  -0.96
H 4.663 3.960 -0.863  0.35
H 5.292 3.680 0.756  0.31
H 3.815 4.623 0.541  0.34
H 1.991 3.372 1.426  0.29
H 0.688 1.332 1.583  0.36
H 0.110 -2.271 1.651  0.47
H 0.541 -0.759 2.408  0.59
H -0.342 0.021 -0.952  0.43
H -1.766 1.193 -2.590  0.49
H -3.953 2.181 -3.196  0.40
H -5.822 2.109 -1.593  0.39
H -5.531 1.056 0.615  0.38
H -4.064 -0.096 2.130  0.21
H -0.871 -2.649 -0.646  0.26
H 0.085 -3.704 -1.708  0.42
H 0.229 -3.890 0.049  0.37
H 3.671 -0.745 -0.670  0.52
H 4.959 1.334 -0.856  0.39



Entry ii
Here is an isolated molecule of C18H18N2O3S from OMol25. Energies are from wB97M-V/def2-TZVPD.

* SMILES: CC1(C)S[C@H]2c3ccccc3C(=O)N2[C@@H]1C(=O)NCc1ccco1
* molecular weight: 342.42 g/mol
* HOMO: -8.7 eV
* orbital gap: 9.065 eV

Last column: Mulliken charge in e.
Positions of all 42 atoms, in Å:
C -0.580 2.909 2.158  -1.77
C 0.237 1.669 1.844  1.50
C 0.632 0.958 3.137  -1.41
S 1.800 2.174 0.974  -0.24
C 1.773 0.683 -0.129  0.05
C 2.945 -0.233 -0.019  0.40
C 4.273 -0.035 -0.334  -0.71
C 5.155 -1.086 -0.124  -0.48
C 4.718 -2.303 0.382  -0.50
C 3.383 -2.505 0.698  -0.72
C 2.505 -1.457 0.490  0.38
C 1.059 -1.359 0.782  0.04
O 0.310 -2.166 1.284  -0.68
N 0.674 -0.115 0.329  0.31
C -0.419 0.650 0.878  -0.71
C -1.295 1.205 -0.264  0.03
O -1.904 2.249 -0.230  -0.67
N -1.322 0.372 -1.328  0.00
C -2.197 0.605 -2.463  -1.02
C -3.353 -0.339 -2.460  0.44
C -4.575 -0.272 -1.858  -0.35
C -5.234 -1.488 -2.165  -0.45
C -4.362 -2.202 -2.925  -0.49
O -3.220 -1.520 -3.107  -0.35
H -0.044 3.521 2.880  0.46
H -1.539 2.620 2.582  0.38
H -0.764 3.497 1.265  0.41
H 1.246 1.616 3.747  0.41
H -0.259 0.689 3.703  0.37
H 1.201 0.052 2.938  0.29
H 1.616 1.062 -1.145  0.39
H 4.615 0.913 -0.719  0.46
H 6.201 -0.953 -0.355  0.39
H 5.429 -3.101 0.534  0.40
H 3.028 -3.443 1.095  0.50
H -1.055 -0.035 1.455  0.56
H -0.899 -0.541 -1.252  0.19
H -1.623 0.483 -3.386  0.34
H -2.552 1.634 -2.374  0.45
H -4.952 0.543 -1.276  0.52
H -6.217 -1.782 -1.861  0.42
H -4.433 -3.170 -3.380  0.46



Tell me which of them is the most stable. Sure, it is entry ii.